DFT (ωB97M-V/def2-TZVPD) results for the molecule C2HNO3 at a distorted geometry.

Each atom is followed by the atoms it is bonded to, with distances in Å.
Geometry (Å):
1 O -1.8347 1.4841 0.2556  C2 1.191
2 C -0.9272 0.7422 0.0447  O1 1.191, O3 1.320, O6 1.547
3 O -0.3478 0.1821 -1.0001  C2 1.320, C4 1.649
4 C 0.8757 -0.7333 -0.3792  O3 1.649, N5 1.250, H7 1.105
5 N 0.8380 -0.5855 0.8610  C4 1.250, O6 1.332
6 O -0.1346 0.2283 1.2692  C2 1.547, N5 1.332
7 H 1.5306 -1.3178 -1.0512  C4 1.105

Properties
- gap between HOMO and LUMO (eV) = 11.70
- maximum force (eV/A) = 3.03
- SMILES string = O=c1ocno1

DFT (ωB97M-V/def2-TZVPD) results for the molecule C18H17N3O3S2 at a distorted geometry.

Each atom is followed by the atoms it is bonded to, with distances in Å.
Geometry (Å):
1 O -3.6392 -1.0324 2.0863  C2 1.280
2 C -3.5486 -0.2823 1.0534  O1 1.280, C3 1.428, N21 1.347
3 C -4.0316 1.0281 1.3505  C2 1.428, S4 1.914, H27 1.174, H28 1.050
4 S -2.9970 2.5046 0.7081  C3 1.914, C5 1.750
5 C -1.4591 1.6713 0.6613  S4 1.750, N6 1.322, N20 1.239
6 N -1.4781 0.6001 1.4365  C5 1.322, C7 1.443
7 C -0.1589 0.0238 1.3378  N6 1.443, S8 1.989, C17 1.280
8 S 0.0770 -1.8849 1.8453  C7 1.989, C9 1.822
9 C 1.8253 -1.5992 1.4176  S8 1.822, C10 1.571, H29 0.932
10 C 2.1253 -0.2587 0.6542  C9 1.571, C11 1.305, C17 1.439
11 C 3.4268 -0.1793 0.6008  C10 1.305, C12 1.476, C16 1.310
12 C 4.2422 -1.1072 -0.2076  C11 1.476, C13 1.434, H30 1.056
13 C 5.5245 -0.7050 -0.7067  C12 1.434, C14 1.230, H31 1.006
14 C 6.1030 0.3333 -0.3919  C13 1.230, C15 1.486, H32 1.154
15 C 5.4758 1.3180 0.5274  C14 1.486, C16 1.460, H33 1.229
16 C 4.1163 0.9036 0.8630  C11 1.310, C15 1.460, H34 1.140
17 C 0.9614 0.5244 0.9750  C7 1.280, C10 1.439, C18 1.551
18 C 0.8532 1.9218 0.3109  C17 1.551, O19 1.249, N20 1.425
19 O 1.9339 2.3709 -0.1252  C18 1.249
20 N -0.4746 2.4051 0.4970  C5 1.239, C18 1.425, H35 1.019
21 N -3.3854 -0.6123 -0.2428  C2 1.347, C22 1.394, C26 1.462
22 C -3.6201 0.0193 -1.4633  N21 1.394, C23 1.411, H36 1.271, H37 1.181
23 C -2.3393 0.1345 -2.0445  C22 1.411, O24 1.461, H38 1.279, H39 1.266
24 O -1.4267 -0.7596 -1.3365  C23 1.461, C25 1.258
25 C -1.8420 -1.9315 -1.5300  O24 1.258, C26 1.587, H40 0.993, H41 1.164
26 C -3.0674 -2.0107 -0.5243  N21 1.462, C25 1.587, H42 1.050, H43 1.149
27 H -5.0950 1.3600 0.9789  C3 1.174
28 H -3.9729 1.4388 2.3152  C3 1.050
29 H 2.4022 -2.3098 1.5932  C9 0.932
30 H 3.6991 -1.9337 -0.5770  C12 1.056
31 H 6.0458 -1.5161 -0.9933  C13 1.006
32 H 7.1809 0.5630 -0.7350  C14 1.154
33 H 5.9687 2.3961 0.8533  C15 1.229
34 H 3.5740 1.6812 1.4954  C16 1.140
35 H -0.5442 3.2088 -0.1249  N20 1.019
36 H -4.3082 -0.6965 -2.2569  C22 1.271
37 H -4.2053 0.9886 -1.1289  C22 1.181
38 H -1.8770 1.3212 -1.9228  C23 1.279
39 H -2.3652 0.0001 -3.3031  C23 1.266
40 H -1.0879 -2.4559 -1.1513  C25 0.993
41 H -2.0902 -2.4919 -2.5192  C25 1.164
42 H -3.7577 -2.7357 -0.8408  C26 1.050
43 H -2.7633 -2.2140 0.5650  C26 1.149

Properties
- gap between HOMO and LUMO (eV) = 7.37
- maximum force (eV/A) = 13.90
- SMILES string = O=C(CSc1nc2scc(-c3ccccc3)c2c(=O)[nH]1)N1CCOCC1

Among the records above, which one has the highest gap between HOMO and LUMO? C2HNO3

Which of these has the lowest maximum force? C2HNO3

Look up the gap between HOMO and LUMO of the second one. 7.37 eV

Which of these has the highest maximum force? C18H17N3O3S2